Record 1
This record from the OMol25 dataset describes C28H64LiN2O24P as an isolated structure in a non-equilibrium geometry. The level of theory is ωB97M-V/def2-TZVPD.

Results
- Lowest unoccupied orbital energy: 0.301 eV
- Net charge: 0
- Relative energy (zero: lowest compared OMol25 entry of this formula, charge and spin): 0.0 kcal per mole
- HOMO energy: -6.398 eV
- Multiplicity: 1

Cartesian coordinates (Å):
O1 1.00268 -0.98992 -0.61038
C1 2.15768 1.45408 3.22062
H1 -2.90132 2.40808 -0.56338
H2 4.03968 3.10808 -2.25138
H3 -4.15132 4.18908 1.75462
H4 -4.45432 0.60608 7.82562
H5 0.64368 -1.30892 2.79762
H6 0.44568 -1.49892 -3.28438
H7 -1.60932 -3.16492 0.46662
N1 -2.55232 2.81308 1.55262
O2 -1.06532 0.45308 -1.19638
C2 -0.44332 3.60708 0.43062
H8 -1.95932 -1.03192 3.52462
H9 -2.28632 1.09108 2.79262
H10 -1.19332 -5.40292 -2.80238
H11 -0.34432 6.21908 -7.25338
O3 2.18268 -2.27792 3.98762
H12 7.55968 -0.17892 2.48962
O4 5.57368 0.44208 2.85762
H13 -1.46732 6.70808 -6.09838
H14 -0.54932 3.64008 -0.84338
O5 0.99768 1.00208 0.16762
C3 6.56268 0.13708 1.90962
C4 -3.37432 -1.49492 -1.25338
H15 -0.94232 -2.25892 4.26962
H16 -2.43032 0.22208 -1.87538
H17 -4.24432 -1.88192 -1.15638
H18 1.33968 0.08208 -3.07638
H19 -2.94432 -1.35292 -0.26838
H20 2.56668 -2.86892 7.82262
H21 2.37668 2.04008 2.41962
O6 -3.39732 -0.18792 -1.77038
C5 -1.04132 2.90108 1.63862
O7 -1.03532 4.74708 -5.99438
H22 -3.07132 -5.47792 -1.23838
H23 -0.84232 3.28308 2.59262
H24 -3.50832 0.59808 9.12062
H25 4.82368 -2.31992 -2.48338
O8 0.92768 -3.65792 5.33462
H26 -2.79632 -2.33592 3.99862
C6 -1.28832 -3.67992 -0.45338
C7 4.42768 0.29608 -2.59738
H27 -0.53232 1.93808 1.80262
O9 4.08068 0.15508 -1.39838
N2 -2.17632 -3.73492 -1.64638
H28 1.69868 -2.05592 1.84662
H29 0.68068 -3.19492 -7.92138
H30 0.98068 -3.21192 2.82562
H31 -2.92032 4.92408 0.82762
C8 5.66268 -1.71392 -2.65738
O10 0.94968 3.47508 0.38862
O11 0.39168 -2.65792 -5.33938
H32 -2.01432 1.61208 -3.51038
H33 4.01168 -3.86792 7.43962
C9 -3.10132 4.18308 1.66662
O12 -0.73532 -0.41292 1.18462
C10 4.27968 0.44508 2.62962
H34 -0.73432 2.14108 -2.86738
H35 -0.51832 -3.71992 -2.81838
O13 -2.78632 -0.54392 7.52262
O14 -1.41732 5.23908 -3.79638
H36 2.54768 3.09108 -3.38738
H37 2.36868 -1.34492 -3.61338
H38 -3.97332 -4.61692 -2.41638
Li1 2.49768 -0.07592 -0.13338
H39 6.70868 0.98808 1.17762
C11 -3.38532 -4.49292 -1.35938
C12 0.62868 -1.53692 -5.76938
C13 -0.71532 6.18408 -6.24338
H40 -0.27132 -1.88292 -8.79438
H41 6.17068 -2.27792 -3.39938
H42 -0.31632 -3.17192 -0.59038
O15 -1.99332 -1.49692 5.65962
H43 2.54868 2.34808 -1.77538
C14 -2.66332 -0.59192 6.13662
H44 -2.48932 2.86908 -2.64538
C15 1.34868 -0.74092 -3.72938
C16 -3.39032 0.66008 8.14162
C17 -1.42332 -4.31692 -2.77838
H45 1.12668 2.57108 0.19562
C18 -3.00032 2.09908 2.78862
O16 3.00268 -2.93092 5.86662
O17 3.51568 0.99308 3.59062
C19 0.03868 -2.24192 -7.92938
H46 -1.02632 -4.77192 -0.21638
H47 -4.00632 1.64408 2.67762
O18 3.93268 1.38108 -3.27438
H48 -4.04932 -4.00092 -0.50638
C20 -1.35832 4.45308 -4.71938
O19 3.84368 0.14808 1.47562
C21 -2.55532 -2.29892 -2.16938
H49 -2.89432 -2.21692 -3.15438
O20 1.12868 -0.51492 -5.08538
H50 1.55468 0.79108 2.81562
H51 6.13268 -0.75592 1.22562
P1 -0.05532 0.02808 -0.11238
C22 3.22468 2.52108 -2.61938
H52 2.40668 -4.62192 7.09662
O21 5.22568 -0.51292 -3.26938
H53 -0.65932 4.61808 0.46962
H54 -2.92832 2.70208 3.51362
H55 1.61868 1.78508 4.22962
C23 1.93868 -2.91792 5.06462
H56 -0.95632 -2.43592 -7.65338
H57 -1.60632 -1.83292 -2.32238
O22 -3.28632 0.21008 5.46262
C24 1.25468 -2.25892 2.94162
H58 -4.18432 1.88008 0.54562
H59 -2.82132 4.77708 2.63762
O23 -1.48232 3.10808 -4.57138
H60 0.09768 6.45008 -5.72538
H61 6.05968 -1.24392 -1.78338
C25 -3.19132 2.08108 0.42962
C26 2.92168 -3.68392 7.13062
C27 -1.93232 -1.83992 4.24262
O24 0.44168 -1.24692 -6.99438
C28 -1.67232 2.46408 -3.35238
H62 -2.64632 1.00508 0.37162
H63 -2.08332 -3.99992 -3.72238
H64 -2.80332 1.34908 7.84562

Force components x, y, z for each atom (eV/Å):
O -0.9032 -3.9181 -1.4689
C 2.0209 1.2007 4.9676
H -0.1406 0.7724 0.2105
H 0.2097 0.8105 0.0560
H -1.4380 -0.7426 -0.0938
H 0.7264 1.0625 -0.5321
H -0.3623 -1.6398 1.2280
H 2.7244 2.1896 -1.1134
H -0.9224 -0.2197 -0.6836
N -0.9709 0.4457 0.9391
O 0.1363 0.1830 -0.2785
C 1.7596 0.3815 -3.9799
H 0.4248 0.9556 0.4033
H -1.6674 2.7552 0.4558
H -0.4676 0.7118 0.6395
H -0.4886 -0.2177 -0.6553
O 1.6741 2.0629 -0.4808
H -2.4619 0.8569 -1.3648
O -0.0450 0.6405 2.7186
H -6.9379 4.9132 1.3910
H -1.7774 -1.7653 3.2329
O 2.9544 6.5868 1.8483
C 0.4135 -2.3959 -2.1469
C 5.9427 3.9626 0.4088
H -0.2397 -1.0896 -0.8427
H -0.9261 -1.3895 1.5199
H -6.3580 -2.0504 0.4551
H -0.0676 1.4742 0.1490
H 0.5351 -0.7896 0.5499
H -0.2096 -1.5668 -0.1913
H -0.1556 3.0286 -1.7087
O -0.5691 0.8298 -1.6556
C -0.2242 -2.1492 -2.4714
O -0.1206 0.6580 0.3431
H 0.2622 -1.7454 1.2384
H 0.2601 1.9629 1.1268
H 0.6434 -1.0374 4.5782
H -1.3573 -0.6964 0.9918
O 2.6115 2.9133 -1.2172
H -1.6391 -2.2416 -0.2862
C 1.8356 -1.4678 1.4828
C -2.7632 1.8047 3.4060
H -0.9571 -0.4654 -1.0122
O 1.3642 -0.5422 -2.5447
N -0.3407 1.8501 -0.4598
H 0.5127 -0.4971 2.4006
H -0.9422 1.7374 -0.1134
H -2.6831 -3.2930 -0.2319
H 0.3991 -1.4893 0.6204
C -0.9239 1.3733 0.3150
O 0.4163 3.2388 1.8007
O 0.1279 0.5326 0.4562
H -3.3591 -7.6477 -2.4272
H -1.5173 0.2368 -0.7366
C 0.6306 3.4377 0.6985
O -1.1334 -0.1721 0.4616
C -2.2949 0.5870 -4.6011
H -0.1349 1.2107 0.2983
H 0.2625 -0.2250 -0.3265
O 1.1397 -1.1515 -0.0396
O -0.2269 -0.2389 -0.8544
H 1.8204 -1.3994 0.9593
H -2.1331 1.2331 -0.0540
H 0.9803 0.8630 2.6246
Li -0.0067 0.1410 0.1194
H 0.0247 -0.7582 1.1116
C -3.3074 1.2767 -1.8933
C 0.1091 -2.4645 2.1313
C 4.2290 -7.1006 -2.8907
H 0.5660 2.5099 -4.5137
H 1.5144 0.1219 -0.2764
H -0.4223 0.1621 -0.8956
O 2.9613 -3.8209 -0.0743
H 0.2798 -1.0291 -0.1534
C -4.5516 4.9643 1.9676
H 1.7225 0.3114 -1.0030
C -0.3787 -5.7026 2.0948
C -4.3050 -6.0430 -4.0102
C -1.0743 0.9074 -2.8448
H 0.1414 -2.8238 -0.3498
C 0.9482 -8.1960 -5.6761
O 0.4329 -0.2856 0.1482
O 1.0160 -1.2656 0.1357
C 1.0542 -2.9967 4.4485
H -0.5508 1.4619 -0.1915
H 0.4791 0.8376 0.0108
O 0.5015 -1.2602 -0.6274
H 1.6177 -1.3189 -1.9463
C 0.7963 -0.5721 1.5154
O 0.7530 0.3408 3.2006
C 2.3378 -0.6372 1.5850
H -1.4187 -1.1326 -1.5597
O -0.4938 0.7557 -1.1354
H -2.4737 -4.1731 -1.7208
H 1.2931 1.8010 1.5894
P -0.6857 -3.4690 -0.9334
C -0.7371 0.0934 -0.8556
H -0.6873 -0.0425 -0.2160
O -1.3882 2.1785 -2.2485
H -0.1875 2.4125 0.9068
H 0.7296 4.1157 5.9068
H 1.6907 -0.0071 -2.3918
C -3.0830 -4.9488 2.4871
H -1.3817 -1.6004 1.2789
H 1.0243 0.4982 0.6641
O -0.1709 0.6943 -0.2202
C 1.2199 4.5922 -4.0375
H -2.6821 0.2025 0.6169
H 0.2452 -1.5877 -1.6535
O -0.0583 1.5056 -2.2565
H 2.7334 0.9820 2.6858
H 1.2654 -1.4911 1.0271
C 5.1587 -3.3287 -1.6203
C 2.0866 2.6158 0.4851
C 1.7460 2.0547 0.9704
O 0.6674 2.2937 -3.4088
C 1.9049 6.2128 3.8093
H -1.0699 2.3024 0.4913
H 1.7183 -1.1929 1.8141
H 3.2179 5.6840 -2.0005

Löwdin atomic charge list, values in e, 8 entries:
1 O -0.4853
2 C 0.0304
3 H 0.0786
4 H 0.0786
5 H 0.0778
6 H 0.1184
7 H 0.0912
8 H 0.1374



Record 2
This record from the OMol25 dataset describes a 9-piece molecular cluster, C28H64O25S4 overall in a non-equilibrium geometry. The level of theory is ωB97M-V/def2-TZVPD.

Results
- Lowest unoccupied orbital energy (spin up / spin down): -2.617 / -8.906 eV
- Net charge: +1
- ⟨S²⟩: 0.7542
- HOMO energy (spin up / spin down): -11.677 / -11.677 eV
- Multiplicity: 2

Cartesian coordinates (Å):
O1 1.16049 0.38917 3.39305
H1 -0.33619 -0.60333 -4.54112
O2 0.23920 -2.47165 -4.96280
C1 -4.38766 -0.12271 1.34410
O3 0.05000 -1.70601 2.65163
H2 -0.30502 3.11546 1.03448
H3 4.16006 -1.38617 -3.81848
H4 3.06862 -0.45275 1.33797
O4 2.70562 0.00247 8.56036
H5 5.04791 2.48150 3.63011
C2 2.79527 -3.75601 -7.10687
C3 3.75445 -1.22359 6.88646
O5 -2.70501 -1.75775 -1.59588
H6 -3.62082 1.81979 -5.38398
H7 4.75903 -0.30571 8.52162
H8 -1.09696 2.17641 2.26671
C4 3.82737 -0.83867 8.33173
H9 -2.79193 3.61002 -6.52425
H10 -2.05896 5.53267 -7.47276
C5 -2.09898 4.15297 -5.88150
O6 -4.47876 0.08576 -1.57882
H11 -1.14059 3.65924 -6.04218
H12 5.92738 -1.24890 -3.17481
H13 1.93827 0.88914 6.86968
H14 -1.04721 -1.87212 -3.48592
O7 -2.28370 3.61927 1.47392
C6 -0.14573 -1.52458 -3.99053
H15 -3.70445 0.85817 -3.85958
H16 -0.53796 0.42012 -2.18308
H17 4.34615 -0.53459 6.28373
O8 3.06147 -2.38489 -1.32968
O9 -4.49188 3.76730 1.57400
O10 -2.26436 -5.42180 3.64187
C7 -3.61742 0.03627 2.66925
H18 -5.58655 4.45563 -0.00115
H19 -2.87856 6.26173 -6.11937
C8 -2.61512 -5.79357 2.51464
H20 -1.41736 -8.10129 3.31401
H21 3.72816 2.01520 4.58704
H22 -5.22490 -3.10152 -1.67710
O11 2.29963 4.24640 1.26116
H23 -3.40267 -0.92248 3.14125
H24 2.41080 -3.20982 -7.96825
H25 0.81430 -0.16109 7.84218
C9 1.82833 -0.01360 7.47058
H26 2.00114 -1.20189 5.62551
C10 4.96114 -1.75335 -3.17698
H27 1.46006 5.31970 -0.32541
H28 3.12532 -1.68250 2.53118
H29 3.96417 1.18800 3.07699
H30 -6.22495 -1.90291 -0.68458
O12 5.47841 -2.40682 -0.58517
C11 3.29527 3.43492 1.63312
O13 4.19436 3.04070 0.92452
H31 3.71231 1.92642 -3.52359
H32 1.99036 -2.16626 7.09639
H33 0.10476 1.54634 -1.09021
H34 2.82470 1.08264 -1.14969
H35 2.89176 -0.06737 -2.53301
H36 4.14468 -2.22760 6.71978
H37 3.77402 -3.42032 -6.76414
C12 2.31510 -1.21749 6.66919
H38 -0.55715 3.86844 2.59880
H39 -1.54132 -3.42539 1.53402
O14 -3.56448 -0.89398 0.54486
O15 3.12692 3.11350 2.91807
O16 1.75030 -3.60477 -6.13705
C13 -0.55131 0.67654 -1.12376
C14 -0.99944 3.18757 1.87154
H40 -3.00863 -3.07583 2.48168
H41 -4.66731 2.32992 -3.99316
C15 4.00639 2.17160 3.54482
O17 -2.74903 -7.04384 2.08250
H42 -0.71869 -1.24371 -0.01861
C16 -2.62242 -3.55569 1.58242
H43 -5.15520 -3.05978 0.06306
S1 4.42347 -1.81330 -1.37043
C17 2.06499 4.43590 -0.12281
H44 5.11193 1.08138 -3.30275
S2 -3.93365 -1.16910 -1.06443
H45 -1.16098 6.20863 -6.11867
O18 -1.03051 2.12291 -4.10664
C18 4.32105 1.53753 -2.70731
O19 -3.34595 3.27964 3.42645
H46 -3.20153 -8.07750 3.76707
O20 -2.45508 3.09707 -2.26874
H47 -3.76734 4.53219 -0.15447
H48 3.03878 4.57803 -0.59144
H49 -4.32188 0.51467 3.34966
H50 2.95679 -4.80343 -7.36168
O21 -2.41249 4.13999 -4.53405
H51 -1.51661 1.08701 -0.82741
S3 -2.21557 2.76157 -3.63908
H52 -4.65604 2.93747 -0.20719
H53 -5.32699 -0.63656 1.54837
O22 0.42884 0.24719 0.98203
C19 2.50828 -1.30870 1.71409
S4 0.95483 -0.58581 2.34454
H54 5.19011 -2.75866 -3.53059
C20 1.39564 -2.33827 -5.66062
C21 0.00391 -0.45030 -0.20951
H55 0.90760 -0.90359 -0.61690
C22 -4.63305 3.95787 0.17538
O23 4.41819 -0.20269 -1.12179
H56 3.78210 -1.70949 8.98573
H57 4.71949 2.42943 -2.22372
C23 -3.73591 1.85445 -4.30063
C24 -2.45331 -8.11513 2.97531
H58 1.52245 3.56608 -0.49318
H59 -4.67784 0.78619 0.81704
C25 -3.38823 3.50425 2.21297
H60 -3.01574 -3.00854 0.72566
C26 -2.03867 5.62037 -6.38649
H61 -2.67845 0.57365 2.53635
H62 2.29501 -2.19723 1.11985
C27 3.46866 0.57542 -1.86812
H63 -2.57326 -9.01291 2.36891
H64 0.67671 -1.27893 -3.31871
C28 -5.28141 -2.43187 -0.81892
O24 2.06011 -1.31139 -5.80966
O25 -2.87350 -4.93237 1.38997

Force components x, y, z for each atom (eV/Å):
O 0.2840 -0.2859 -1.0443
H -0.3788 0.2776 0.2787
O 1.3770 -1.6137 -1.1038
C -0.5584 0.4371 1.3770
O 1.3116 1.8633 -0.7106
H -0.5951 0.2802 -0.3568
H 0.2141 0.4584 0.2228
H -0.0560 -0.3743 -0.8441
O 0.4239 0.5209 0.9841
H -0.0191 0.3693 -0.6643
C -0.2833 0.8088 -0.2630
C 1.8621 -0.4947 -0.3702
O -2.2019 0.7703 0.5732
H -0.0387 -0.0385 0.1407
H -0.1598 0.3748 0.8960
H 0.2351 0.1279 0.3377
C 0.9415 0.2332 -1.0109
H -0.5455 -0.0792 0.3384
H 0.1168 0.2007 -0.1144
C 1.1197 1.0775 -1.6976
O 0.5962 -1.9264 0.1966
H 0.2076 0.1427 0.0022
H -0.4019 0.4922 -0.1159
H -0.0211 0.7080 0.1559
H 0.3254 -0.1426 -0.0660
O -0.5059 0.4031 -2.0740
C 0.3738 1.5098 -0.7389
H 0.0945 0.0241 -0.1136
H -0.3501 -0.3646 0.1640
H -0.1399 0.1452 -0.1061
O 2.1214 1.3231 0.2993
O -1.3377 0.2200 1.1587
O -1.0507 -0.8655 -2.9225
C -1.0294 0.1536 -0.3309
H 0.2216 0.0199 0.1584
H -0.3139 -0.4897 0.2139
C 0.8426 2.0750 0.2792
H -0.1774 0.3477 0.2636
H -0.7466 0.4129 -0.1331
H -0.3403 0.2972 -0.1573
O -0.3746 0.0583 1.3194
H 0.0451 -0.1850 -0.4023
H 0.7715 -0.0413 -0.3130
H -0.1662 0.7719 0.2691
C -0.2378 -2.3660 -0.7177
H -0.0803 0.1882 0.0640
C 0.0494 -0.9925 1.3307
H 0.0173 -0.0191 0.6463
H -0.3892 0.0893 0.4994
H -0.0313 0.1776 -0.3203
H 0.1226 0.0705 -0.5044
O -1.0443 0.9764 -0.2685
C 0.5746 -0.4180 -0.7804
O -0.5249 0.0608 0.3464
H -0.5009 0.1936 0.0778
H -0.8133 0.1703 0.1465
H 0.3436 -0.0258 0.2225
H -0.0238 -0.0164 -0.1150
H -0.1865 0.0239 0.1748
H 0.2430 0.1265 0.0512
H -0.2250 0.5563 0.0955
C -1.6307 -0.3483 -1.1601
H -0.1656 -0.1113 0.1611
H 0.0544 0.2997 0.3350
O 1.1029 -1.3237 -3.3248
O -0.1176 0.0250 0.8177
O -0.9760 1.1735 1.3490
C 0.6596 -0.1423 0.2767
C 0.1429 -0.6387 1.0251
H -0.1097 -0.5625 0.1829
H 0.3720 0.3129 0.0297
C 0.4448 -0.3191 -0.0158
O 0.0610 1.0604 -0.5364
H -0.0959 0.2273 0.2880
C 0.9872 0.6368 -0.4665
H 0.6707 0.3316 0.0784
S -0.6619 -0.4986 -2.4689
C 0.6895 -0.1124 -0.5951
H 0.1550 -0.4953 0.6036
S 0.4558 0.5471 2.0978
H 0.2313 -0.4949 0.2109
O 0.3738 -0.2618 0.2873
C -0.8077 0.6637 -1.0273
O -0.3971 0.0418 -2.1791
H 0.4154 -0.2603 0.2657
O 0.5502 0.1516 -0.5310
H -0.3042 -0.1395 -0.5520
H -0.1949 -0.2496 -0.4075
H 0.4398 0.5370 0.1411
H -0.7324 -0.0585 0.2879
O -0.3951 -0.8397 2.8966
H -0.1497 -0.4917 0.0407
S -3.2110 0.5511 -2.0079
H 0.1031 0.2882 -0.8010
H -0.1830 -0.2921 0.0565
O 0.6482 -0.6092 2.9927
C -0.2652 0.6759 1.2495
S -1.6392 -1.7490 -1.0924
H -0.2631 -0.2634 0.4337
C 1.2740 0.0143 -0.0823
C -0.0123 0.5909 -0.8732
H -0.0464 -0.0737 -0.3777
C 0.8424 -0.5219 0.0556
O 0.0737 -2.1430 1.1448
H -0.3600 0.0085 0.6192
H -0.0069 -0.3781 0.5247
C 1.4898 0.1822 0.7097
C -0.3078 -0.1723 -0.1144
H 0.2123 -0.0430 -0.2803
H 0.3528 0.3825 0.3081
C 1.8129 0.0050 3.0523
H -0.0453 -0.5857 0.1883
C -0.0497 -0.4135 -0.3542
H -0.2402 0.1681 0.1293
H -0.0785 0.6574 -0.6134
C 1.1148 0.7271 -0.8385
H -0.1794 0.0844 0.1193
H -0.0210 -0.4107 0.2794
C 0.6578 0.4018 -0.4069
O -1.4203 -2.0953 0.3893
O -0.3063 -2.4459 2.5551

Löwdin atomic charge list, values in e, 8 entries:
1 O -0.3075
2 H 0.0893
3 O -0.0111
4 C -0.2803
5 O -0.3112
6 H 0.0749
7 H 0.0535
8 H 0.0594